Run i
The following is a quantum chemistry calculation of a single C2H4N4S molecule, from OMol25.

Its HOMO energy (spin up / spin down) is -0.2759 / -0.2759 hartree. As for the charge: 0.

Element x y z (Å)
C 1.56362 -1.56733 -0.15766
C 0.52809 -0.63785 -0.03695
N 2.76592 -1.08818 0.09341
N 3.55696 -0.29836 0.19007
N 0.54386 0.68849 0.03919
N -0.62793 1.35502 0.15796
S 1.91338 1.71444 -0.21904
H 1.33250 -2.57807 -0.19968
H -0.43730 -1.14597 0.06473
H -0.41216 2.27974 0.56300
H -0.99120 1.56934 -0.71106

Population analysis type Mulliken, resulting atomic charges in e: number 1, C, carries -0.36; number 2, C, carries 0.11; number 3, N, carries 0.35; number 4, N, carries -0.34; number 5, N, carries 0.27; number 6, N, carries -0.84; number 7, S, carries -0.39; number 8, H, carries 0.36; number 9, H, carries 0.30; number 10, H, carries 0.30; number 11, H, carries 0.25



Run ii
The following is a quantum chemistry calculation of a single C2H4N4S molecule, from OMol25.

Its HOMO energy is -0.3314 hartree. The SMILES is Nc1nncn1S. As for the charge: 0.

Element x y z (Å)
N 0.30628 2.03085 -0.08328
C 0.66684 0.70049 0.00336
N 1.86132 0.22887 0.02337
N 1.76685 -1.16353 0.00824
C 0.51612 -1.45390 -0.01131
N -0.25716 -0.31031 0.00047
S -1.95668 -0.19504 -0.08346
H -0.53466 2.26613 0.38696
H 1.09582 2.65517 0.12545
H 0.12578 -2.46517 -0.00934
H -2.21881 -0.31619 1.23838

Population analysis type Mulliken, resulting atomic charges in e: number 1, N, carries -0.48; number 2, C, carries 0.55; number 3, N, carries -0.48; number 4, N, carries -0.38; number 5, C, carries -0.03; number 6, N, carries -0.10; number 7, S, carries -0.15; number 8, H, carries 0.22; number 9, H, carries 0.28; number 10, H, carries 0.40; number 11, H, carries 0.16



Which of them is the most stable, and which is the least stable? run ii and run i, in that order.



Run i
The following is a quantum chemistry calculation of a 2-piece molecular cluster, C2H4N4S overall, from OMol25.

Its HOMO energy is -0.3528 hartree. The SMILES is c1nnn[nH]1.C=S. As for the charge: 0.

Element x y z (Å)
C 2.37495 0.09622 -0.80620
N 3.51434 -0.47018 -0.42006
N 3.94037 0.34233 0.47542
N 3.30514 1.35356 0.70631
N 2.19632 1.22088 -0.05517
H 1.65027 -0.24527 -1.43748
H 1.56433 1.94860 -0.33880
C -2.34017 -0.07103 0.43486
S -1.05266 0.82598 0.05574
H -2.50188 -0.95000 -0.04696
H -3.10868 0.24483 1.17426

Population analysis type Mulliken, resulting atomic charges in e: number 1, C, carries -0.08; number 2, N, carries -0.29; number 3, N, carries -0.15; number 4, N, carries -0.33; number 5, N, carries 0.10; number 6, H, carries 0.45; number 7, H, carries 0.28; number 8, C, carries -0.32; number 9, S, carries -0.18; number 10, H, carries 0.27; number 11, H, carries 0.24



Run ii
The following is a quantum chemistry calculation of a 2-piece molecular cluster, C2H4N4S overall, from OMol25.

Its HOMO energy is -0.3210 hartree. As for the charge: 0.

Element x y z (Å)
C 1.91600 -0.03226 1.48681
C -0.62218 -1.35656 -0.28182
N 1.85043 0.13080 0.31675
N 0.03724 -2.07644 -0.88319
N 2.08010 0.42712 -0.84766
N -2.20476 0.93369 -0.40652
S -1.62142 -0.31350 0.65009
H 1.23088 -0.18465 2.29354
H 2.30715 -0.13939 -1.62743
H -3.18252 0.80083 -0.53684
H -1.79091 1.81035 -0.16373

Population analysis type Mulliken, resulting atomic charges in e: number 1, C, carries -0.16; number 2, C, carries 0.31; number 3, N, carries 0.48; number 4, N, carries -0.36; number 5, N, carries -0.83; number 6, N, carries -0.46; number 7, S, carries -0.02; number 8, H, carries 0.24; number 9, H, carries 0.27; number 10, H, carries 0.27; number 11, H, carries 0.27



Which of them is the most stable, and which is the least stable? run i and run ii, in that order.



Run i
The following is a quantum chemistry calculation of a 2-piece molecular cluster, C4H13NO overall, from OMol25.

The multiplicity is 2. Its HOMO energy (spin up / spin down) is 0.0403 / -0.2264 hartree. As for the charge: -1.

Element x y z (Å)
C 0.31136 1.34318 0.46306
C 0.62283 0.41750 -0.69301
C 1.05491 -0.96513 -0.21322
C -0.57420 0.33158 -1.66422
N 1.54152 1.80448 1.10828
H -0.35453 0.80154 1.14571
H -0.26463 2.20819 0.13116
H 1.39106 0.93188 -1.25757
H 0.33390 -1.72901 -0.47864
H 1.22238 -1.01065 0.86742
H 2.01764 -1.25285 -0.66205
H -0.67668 1.22535 -2.29130
H -0.53897 -0.57260 -2.25595
H -1.53214 0.30488 -1.12886
H 1.97014 1.06431 1.64654
H 1.39487 2.60413 1.71109
H -2.68670 -1.55018 0.87723
H -2.37411 -2.61802 -0.14834
O -2.34588 -2.46421 0.81600

Population analysis type Mulliken, resulting atomic charges in e: number 1, C, carries -1.78; number 2, C, carries 1.92; number 3, C, carries -2.01; number 4, C, carries -2.89; number 5, N, carries -0.56; number 6, H, carries 0.56; number 7, H, carries 0.45; number 8, H, carries 0.40; number 9, H, carries 0.55; number 10, H, carries 0.29; number 11, H, carries 0.38; number 12, H, carries 0.51; number 13, H, carries 0.58; number 14, H, carries 0.50; number 15, H, carries 0.21; number 16, H, carries 0.27; number 17, H, carries 0.53; number 18, H, carries 0.57; number 19, O, carries -1.47



Run ii
The following is a quantum chemistry calculation of a 2-piece molecular cluster, C4H13NO overall, from OMol25.

The multiplicity is 2. Its HOMO energy (spin up / spin down) is 0.0487 / -0.2124 hartree. As for the charge: -1.

Element x y z (Å)
C 1.81424 -1.71115 1.64774
N 1.40760 -0.76663 0.58834
C -1.01698 -0.58245 1.21135
C 0.31873 0.12503 0.94215
C 0.66383 1.05278 2.12353
H 2.29561 -1.19368 2.48105
H 0.96925 -2.31561 1.96081
H 2.55405 -2.35732 1.16374
H 2.20997 -0.27117 0.23334
H -1.14296 -0.86661 2.25970
H -1.93888 -0.06807 0.94851
H -0.89136 -1.47563 0.58727
H 0.16457 0.78346 0.07943
H -0.01517 1.90671 2.22957
H 0.62454 0.46495 3.04627
H 1.63372 1.56824 2.13652
H -2.34752 1.70050 -4.81767
H -2.28237 1.04484 -6.19706
O -2.80383 1.67373 -5.67919

Population analysis type Mulliken, resulting atomic charges in e: number 1, C, carries -1.23; number 2, N, carries -0.26; number 3, C, carries -1.69; number 4, C, carries -0.37; number 5, C, carries -1.61; number 6, H, carries 0.34; number 7, H, carries 0.31; number 8, H, carries 0.49; number 9, H, carries 0.38; number 10, H, carries 0.26; number 11, H, carries 0.77; number 12, H, carries 0.37; number 13, H, carries 0.47; number 14, H, carries 0.58; number 15, H, carries 0.28; number 16, H, carries 0.45; number 17, H, carries 0.78; number 18, H, carries 0.64; number 19, O, carries -1.96



Which of them is the most stable, and which is the least stable? run i and run ii, in that order.



Run i
The following is a quantum chemistry calculation of a 2-piece molecular cluster, C3H5IN3 overall, from OMol25.

Its HOMO energy (spin up / spin down) is -0.4856 / -0.4827 hartree. As for the charge: +1.

Element x y z (Å)
C 0.74613 -1.59230 0.04660
C -1.28080 -0.89833 -0.23799
C -0.78407 1.57839 0.08743
N -0.48426 -1.98902 -0.21610
N 0.74013 -0.27271 0.16726
N -0.51727 0.17622 -0.04362
I 4.74070 0.43477 0.38127
H 1.58561 -2.18533 0.05402
H -2.25411 -0.95731 -0.61819
H -0.35233 2.03101 -0.82160
H -1.94584 1.70630 0.19427
H -0.19391 1.96831 1.00665

Population analysis type Mulliken, resulting atomic charges in e: number 1, C, carries -0.12; number 2, C, carries 0.02; number 3, C, carries -0.67; number 4, N, carries -0.19; number 5, N, carries -0.30; number 6, N, carries 0.39; number 7, I, carries 0.09; number 8, H, carries 0.46; number 9, H, carries 0.41; number 10, H, carries 0.31; number 11, H, carries 0.31; number 12, H, carries 0.28



Run ii
The following is a quantum chemistry calculation of an isolated ion of composition C3H5IN3 and charge +1, from OMol25.

Its HOMO energy is -0.5519 hartree. The SMILES is I[N@H+]1CC=NC=N1. As for the charge: +1.

Element x y z (Å)
I 3.12851 -0.33442 0.01141
N 0.99753 -0.09560 -0.40436
C 0.10369 -1.02359 0.24780
C -1.27921 -0.53788 -0.05616
N -1.57266 0.68741 0.02223
C -0.51198 1.62538 0.12263
N 0.73496 1.42171 -0.04584
H 0.78291 0.02133 -1.41476
H 0.37688 -0.88668 1.23015
H 0.16750 -2.13742 -0.04311
H -1.99721 -1.20432 -0.33085
H -0.93090 2.46408 0.66086

Population analysis type Mulliken, resulting atomic charges in e: number 1, I, carries 0.48; number 2, N, carries -0.44; number 3, C, carries -0.28; number 4, C, carries -0.07; number 5, N, carries -0.41; number 6, C, carries 0.05; number 7, N, carries -0.28; number 8, H, carries 0.39; number 9, H, carries 0.35; number 10, H, carries 0.32; number 11, H, carries 0.49; number 12, H, carries 0.39



Which of them is the most stable, and which is the least stable? run ii and run i, in that order.